Below is a single C27H34ClN7O2 molecule at a distorted geometry, with properties calculated with ωB97M-V/def2-TZVPD.

Last columns: bonded neighbours and bond lengths (Å).
CARTESIAN COORDINATES (ANGSTROEM)
1 C 1.01991 2.45719 -1.59104  C2 1.531, H38 1.086, H39 1.088, H40 1.086
2 C 0.84269 3.17218 -0.24896  C1 1.531, C3 1.527, C4 1.530, N5 1.464
3 C 2.19684 3.35146 0.43457  C2 1.527, H41 1.088, H42 1.088, H43 1.087
4 C 0.15673 4.52591 -0.44709  C2 1.530, H44 1.088, H45 1.086, H46 1.086
5 N 0.02724 2.33493 0.63245  C2 1.464, C6 1.338, H47 1.011
6 C -1.20694 1.89267 0.36463  N5 1.338, O7 1.214, C8 1.543
7 O -1.88374 2.20608 -0.59375  C6 1.214
8 C -1.71680 0.88894 1.41919  C6 1.543, N9 1.457, H48 1.089, H49 1.094
9 N -0.86217 -0.28831 1.49786  C8 1.457, C10 1.339, C25 1.459
10 C 0.16406 -0.22790 2.35560  N9 1.339, O11 1.223, C12 1.538
11 O 0.39472 0.75691 3.04389  C10 1.223
12 C 1.14681 -1.40802 2.43074  C10 1.538, N13 1.433, H50 1.092, H51 1.092
13 N 2.11658 -1.20955 1.39465  C12 1.433, N14 1.312, N24 1.312
14 N 1.80468 -0.90806 0.15627  N13 1.312, N15 1.284
15 N 2.90402 -0.71955 -0.47894  N14 1.284, C16 1.350
16 C 3.90475 -0.91132 0.40732  N15 1.350, C17 1.446, N24 1.332
17 C 5.31012 -0.79414 0.08790  C16 1.446, C18 1.393, C23 1.393
18 C 6.27476 -1.02778 1.06575  C17 1.393, C19 1.380, H52 1.079
19 C 7.61563 -0.92070 0.75589  C18 1.380, C20 1.388, H53 1.079
20 C 7.99086 -0.57836 -0.53550  C19 1.388, Cl21 1.727, C22 1.388
21 Cl 9.66787 -0.44708 -0.92573  C20 1.727
22 C 7.04019 -0.34058 -1.51792  C20 1.388, C23 1.380, H54 1.079
23 C 5.70022 -0.44896 -1.20455  C17 1.393, C22 1.380, H55 1.079
24 N 3.41121 -1.22192 1.60487  N13 1.312, C16 1.332
25 C -1.17867 -1.40937 0.61879  N9 1.459, C26 1.528, C37 1.531, H56 1.092
26 C -1.37004 -0.96396 -0.82986  C25 1.528, C27 1.536, H57 1.087, H58 1.090
27 C -1.70942 -2.19163 -1.68893  C26 1.536, N28 1.445, H59 1.091, H60 1.098
28 N -2.84713 -2.95397 -1.22856  C27 1.445, C29 1.454, C36 1.442
29 C -4.16422 -2.53266 -1.67650  N28 1.454, C30 1.512, H61 1.094, H62 1.095
30 C -4.70830 -1.24477 -1.09995  C29 1.512, C31 1.390, C35 1.390
31 C -5.46868 -1.25693 0.06412  C30 1.390, C32 1.384, H63 1.082
32 C -5.91262 -0.07432 0.63073  C31 1.384, C33 1.385, H64 1.081
33 C -5.60465 1.13822 0.03670  C32 1.385, C34 1.385, H65 1.080
34 C -4.87316 1.16163 -1.13867  C33 1.385, C35 1.384, H66 1.078
35 C -4.43533 -0.02298 -1.70449  C30 1.390, C34 1.384, H67 1.081
36 C -2.71215 -3.33213 0.15602  N28 1.442, C37 1.539, H68 1.092, H69 1.098
37 C -2.41718 -2.16249 1.11100  C25 1.531, C36 1.539, H70 1.089, H71 1.093
38 H 1.64133 3.05372 -2.25307  C1 1.086
39 H 1.49310 1.48841 -1.44344  C1 1.088
40 H 0.05075 2.30734 -2.05799  C1 1.086
41 H 2.68709 2.38877 0.56621  C3 1.088
42 H 2.07584 3.81806 1.40999  C3 1.088
43 H 2.84174 3.98119 -0.17208  C3 1.087
44 H 0.03318 5.03017 0.50881  C4 1.088
45 H -0.82252 4.37599 -0.89231  C4 1.086
46 H 0.75105 5.15618 -1.10277  C4 1.086
47 H 0.43832 2.07315 1.51808  N5 1.011
48 H -2.73255 0.59573 1.15675  C8 1.089
49 H -1.71900 1.37302 2.39982  C8 1.094
50 H 1.67785 -1.34404 3.38308  C12 1.092
51 H 0.66817 -2.38495 2.34153  C12 1.092
52 H 5.95966 -1.29250 2.06293  C18 1.079
53 H 8.36937 -1.10092 1.50610  C19 1.079
54 H 7.35146 -0.07483 -2.51584  C22 1.079
55 H 4.94166 -0.27012 -1.95042  C23 1.079
56 H -0.33076 -2.09710 0.61923  C25 1.092
57 H -2.16887 -0.23100 -0.90903  C26 1.087
58 H -0.44478 -0.51444 -1.19136  C26 1.090
59 H -1.88913 -1.88193 -2.71921  C27 1.091
60 H -0.84640 -2.86974 -1.68734  C27 1.098
61 H -4.10991 -2.44623 -2.76567  C29 1.094
62 H -4.85091 -3.35175 -1.43770  C29 1.095
63 H -5.71596 -2.20092 0.53120  C31 1.082
64 H -6.49857 -0.10055 1.53857  C32 1.081
65 H -5.94096 2.06149 0.48450  C33 1.080
66 H -4.62942 2.10138 -1.60798  C34 1.078
67 H -3.87222 0.00311 -2.62646  C35 1.081
68 H -3.62113 -3.84765 0.47148  C36 1.092
69 H -1.88139 -4.04785 0.21544  C36 1.098
70 H -3.27589 -1.49317 1.14040  C37 1.089
71 H -2.24892 -2.54668 2.12002  C37 1.093

The SMILES is CC(C)(C)NC(=O)CN(C(=O)Cn1nnc(-c2ccc(Cl)cc2)n1)C1CCN(Cc2ccccc2)CC1. The calculation puts the energy above the lowest of the compared OMol25 structures with the same formula, charge and spin at 1.6 kcal per mole.

These are the natural (NBO) partial charges, in e, on atoms 1 to 5: number 1, C, carries -0.63; number 2, C, carries 0.12; number 3, C, carries -0.61; number 4, C, carries -0.62; number 5, N, carries -0.64

=====

Below is a single C27H34N2O6 molecule, with properties calculated with ωB97M-V/def2-TZVPD.

Last columns: bonded neighbours and bond lengths (Å).
CARTESIAN COORDINATES (ANGSTROEM)
1 C -0.95360 -4.93896 0.37949  O2 1.407, H36 1.095, H37 1.095, H38 1.089
2 O -0.54764 -3.87540 1.20599  C1 1.407, C3 1.361
3 C -0.47408 -2.62547 0.67242  O2 1.361, C4 1.396, C35 1.390
4 C -0.02905 -1.62092 1.53414  C3 1.396, C5 1.377, H39 1.078
5 C 0.07411 -0.31925 1.09653  C4 1.377, C6 1.392, H40 1.080
6 C -0.25026 0.01784 -0.21462  C5 1.392, C7 1.510, C34 1.385
7 C -0.20148 1.45182 -0.68471  C6 1.510, C8 1.538, N21 1.459, H41 1.101
8 C -1.48158 2.16692 -0.22186  C7 1.538, C9 1.527, C17 1.525, H42 1.090
9 C -2.64287 1.48454 -0.94121  C8 1.527, O10 1.220, N11 1.348
10 O -2.78424 1.64038 -2.14318  C9 1.220
11 N -3.48105 0.70372 -0.23022  C9 1.348, C12 1.451, C16 1.455
12 C -3.39278 0.40874 1.18811  N11 1.451, C13 1.526, H43 1.099, H44 1.091
13 C -4.09631 -0.91063 1.49173  C12 1.526, C14 1.531, H45 1.091, H46 1.090
14 C -5.59299 -0.82616 1.17864  C13 1.531, C15 1.534, H47 1.091, H48 1.091
15 C -5.83377 0.09660 -0.02265  C14 1.534, C16 1.522, H49 1.090, H50 1.091
16 C -4.61276 0.11473 -0.93062  N11 1.455, C15 1.522, H51 1.092, H52 1.096
17 C -1.38181 3.62750 -0.64915  C8 1.525, C18 1.518, H53 1.091, H54 1.092
18 C -0.20666 4.25920 0.07588  C17 1.518, C19 1.521, H55 1.095, H56 1.091
19 C 1.08404 3.45548 0.06191  C18 1.521, O20 1.216, N21 1.362
20 O 2.13614 4.00141 0.33129  C19 1.216
21 N 1.00188 2.12221 -0.20537  C7 1.459, C19 1.362, C22 1.421
22 C 2.18815 1.33951 -0.21078  N21 1.421, C23 1.387, C33 1.385
23 C 3.08132 1.42802 0.84677  C22 1.387, C24 1.385, H57 1.075
24 C 4.22270 0.64401 0.85413  C23 1.385, O25 1.360, C27 1.409
25 O 5.16203 0.67135 1.83722  C24 1.360, C26 1.407
26 C 5.04330 1.64980 2.84110  O25 1.407, H58 1.094, H59 1.096, H60 1.089
27 C 4.46875 -0.28254 -0.17872  C24 1.409, O28 1.366, C30 1.400
28 O 5.62631 -0.99344 -0.03374  C27 1.366, C29 1.408
29 C 5.77655 -2.24167 -0.66829  O28 1.408, H61 1.092, H62 1.093, H63 1.090
30 C 3.56095 -0.35921 -1.24189  C27 1.400, O31 1.374, C33 1.391
31 O 3.82763 -1.24862 -2.25521  C30 1.374, C32 1.405
32 C 2.85457 -1.44647 -3.24965  O31 1.405, H64 1.095, H65 1.090, H66 1.095
33 C 2.43753 0.46014 -1.25150  C22 1.385, C30 1.391, H67 1.075
34 C -0.69476 -0.98131 -1.06469  C6 1.385, C35 1.385, H68 1.081
35 C -0.81066 -2.29288 -0.63446  C3 1.390, C34 1.385, H69 1.079
36 H -1.97664 -4.79893 0.01468  C1 1.095
37 H -0.27829 -5.06723 -0.47242  C1 1.095
38 H -0.91536 -5.82915 1.00512  C1 1.089
39 H 0.22873 -1.89165 2.54547  C4 1.078
40 H 0.42175 0.44498 1.77545  C5 1.080
41 H -0.21971 1.46986 -1.78501  C7 1.101
42 H -1.57295 2.11314 0.86298  C8 1.090
43 H -3.85510 1.21578 1.77304  C12 1.099
44 H -2.34646 0.31348 1.48255  C12 1.091
45 H -3.62449 -1.69246 0.89490  C13 1.091
46 H -3.94055 -1.16210 2.54114  C13 1.090
47 H -6.13523 -0.44526 2.04515  C14 1.091
48 H -5.97267 -1.82683 0.96870  C14 1.091
49 H -6.70420 -0.23216 -0.59014  C15 1.090
50 H -6.02679 1.11559 0.31702  C15 1.091
51 H -4.78935 0.72072 -1.82192  C16 1.092
52 H -4.36393 -0.90151 -1.25743  C16 1.096
53 H -1.24727 3.67294 -1.73072  C17 1.091
54 H -2.30426 4.15952 -0.40643  C17 1.092
55 H -0.45584 4.40724 1.13201  C18 1.095
56 H 0.02869 5.24286 -0.33368  C18 1.091
57 H 2.88249 2.12069 1.64475  C23 1.075
58 H 4.98313 2.65649 2.41683  C26 1.094
59 H 4.16901 1.47147 3.47695  C26 1.096
60 H 5.94664 1.56204 3.44297  C26 1.089
61 H 5.93577 -2.13701 -1.74379  C29 1.092
62 H 4.91255 -2.88879 -0.49461  C29 1.093
63 H 6.66003 -2.68816 -0.21140  C29 1.090
64 H 1.89193 -1.74202 -2.81871  C32 1.095
65 H 3.23683 -2.25556 -3.87119  C32 1.090
66 H 2.71958 -0.55420 -3.86954  C32 1.095
67 H 1.76086 0.42182 -2.08610  C33 1.075
68 H -0.96657 -0.73494 -2.08122  C34 1.081
69 H -1.15995 -3.04165 -1.32822  C35 1.079

The SMILES is COc1ccc([C@H]2[C@H](C(=O)N3CCCCC3)CCC(=O)N2c2cc(OC)c(OC)c(OC)c2)cc1. The calculation puts the energy above the lowest of the compared OMol25 structures with the same formula, charge and spin at 38.3 kcal per mole.

These are the natural (NBO) partial charges, in e, on atoms 1 to 5: number 1, C, carries -0.25; number 2, O, carries -0.49; number 3, C, carries 0.31; number 4, C, carries -0.24; number 5, C, carries -0.20

=====

no.,E_HOMO (Ha),Kohn-Sham gap (eV)
1,-0.30478,8.651
2,-0.27683,8.061